Molecular formula: C19H28F4NO5
Method: DFT, wB97M-V/def2-TZVPD

```
57
Properties=species:S:1:pos:R:3:lowdin_charge:R:1
F 6.1534 -2.9055 -0.8720 0.169
F -7.8502 0.6890 1.3393 -0.043
F 4.0420 -2.6743 -1.2292 0.151
F 5.2129 -0.9847 -0.5796 0.145
O 4.9651 -2.1832 -3.7842 0.173
O -3.4575 0.5026 -1.4797 0.180
O 2.1180 0.8819 1.8044 -0.187
O -3.4134 2.3186 -0.1277 0.111
O 6.5386 -0.8421 -2.9027 0.029
N -4.8913 -1.6179 2.9026 0.087
C 2.6624 -0.0987 0.9111 -0.217
C -1.5867 -0.6557 1.0221 -0.117
C 1.4347 -0.9103 0.3007 -0.154
C 5.5295 -1.7164 -2.8366 -0.386
C -5.5375 0.0119 1.1478 -0.014
C -5.8633 -0.8871 2.2678 0.060
C 0.7861 -1.7257 1.4851 -0.193
C -3.5543 -1.5729 2.5701 0.045
C 2.1251 2.2054 1.2437 -0.249
C -3.0913 -0.7311 1.4848 -0.042
C 6.9552 -0.4572 -4.2248 -0.197
C 6.0630 0.6386 -4.7708 -0.061
C -6.7240 0.7629 0.4636 -0.267
C -6.4859 2.2799 0.1789 -0.022
C 5.2309 -2.0697 -1.3787 -0.515
C -4.1197 0.0793 0.7670 0.053
C -3.6402 0.9892 -0.4072 -0.476
C 0.7950 3.0136 1.5640 -0.073
C -0.7666 -1.9667 1.3247 -0.185
H -2.8694 -2.2209 3.1641 0.144
H -6.2127 2.8723 1.0955 0.107
H -7.4813 2.6956 -0.1549 0.110
H 0.0221 2.3899 2.0851 0.062
H 5.0374 0.2858 -4.8934 0.077
H 6.4276 0.9849 -5.7385 0.085
H 0.4126 3.4414 0.5929 0.074
H -0.9061 -2.6581 0.4525 0.126
H 7.9771 -0.0885 -4.1332 0.128
H 6.9831 -1.3222 -4.8896 0.127
H 2.2654 2.2040 0.1316 0.114
H 1.0550 3.8978 2.2021 0.072
H 1.7531 -1.6110 -0.5194 0.111
H -7.0166 0.1897 -0.4514 0.170
H -1.6312 -0.5417 -0.0989 0.122
H 6.0300 1.4848 -4.0813 0.083
H -5.7863 2.4455 -0.6780 0.092
H 3.2670 0.3169 0.0693 0.110
H -1.0903 0.2747 1.4221 0.130
H -1.1039 -2.5297 2.2364 0.093
H -3.9384 2.5889 0.6534 0.116
H -5.1846 -2.2213 3.6730 0.181
H 0.7431 -0.1544 -0.1564 0.106
H -6.9156 -1.0109 2.6120 0.156
H 0.9656 -1.2644 2.4919 0.117
H 3.0162 2.7395 1.6847 0.125
H 3.2362 -0.8386 1.5349 0.133
H 1.3151 -2.7236 1.5092 0.124
```

Properties
**2S+1**: 1
**LUMO level**: -0.1735 hartree
**HOMO level**: -0.4247 hartree
**Net charge**: +1
**E_tot**: -1570.9184 Ha
**HOMO-LUMO gap**: 6.834 eV